Record 1
Molecular formula: C15H18N4O4
Method: DFT, the ωB97M-V functional and the def2-TZVPD basis

Atoms and positions in Å:
C1 1.98841 0.00125 -0.17159
C2 1.13601 -0.67340 0.82780
C3 1.38102 1.28754 -0.65333
C4 0.04665 1.35906 -1.47233
C5 -1.05079 0.56951 -1.37011
C6 -0.26925 2.46480 -2.45281
C7 -1.62763 2.28254 -2.75781
C8 0.45841 3.49978 -3.18132
C9 -2.33425 3.22153 -3.55420
C10 -0.19875 4.44872 -3.93466
C11 -1.59280 4.32126 -4.05586
C12 0.30795 -2.92101 1.54740
C13 -1.06539 -2.38284 1.32555
C14 0.74074 -3.23693 2.96927
C15 0.99234 -2.18379 4.03252
H1 2.98525 -0.71799 -1.74010
H2 1.47225 -0.82424 -2.04835
H3 2.98370 0.24389 0.26840
H4 2.07685 1.74777 -1.35651
H5 1.28989 2.08611 0.07612
H6 -1.17105 -0.33862 -0.92855
H7 -2.95861 0.79540 -2.13064
H8 1.59729 3.50487 -3.11286
H9 -3.41689 3.04820 -3.88959
H10 0.46550 5.18330 -4.44122
H11 -2.20758 4.96201 -4.70667
H12 1.47724 -2.37867 -0.11325
H13 0.29052 -3.96856 1.13566
H14 1.69756 -3.75362 2.71527
H15 -0.02352 -3.95202 3.40621
H16 0.16337 -0.68588 5.09399
H17 -0.99776 -1.82504 4.32625
H18 -2.69257 -2.00662 1.97172
N1 2.17302 -0.95311 -1.27108
N2 -2.04325 1.08468 -2.15417
N3 1.26306 -2.11072 0.81951
N4 -0.06299 -1.56901 4.63125
O1 0.48428 -0.08214 1.62312
O2 -1.52671 -1.87131 0.33262
O3 2.13502 -1.79255 4.23960
O4 -1.81962 -2.33292 2.39271

Results
Energy relative to the best compared isomer or geometry (same formula, charge and spin) in kJ/mol: 228.4
SMILES string: NC(=O)C[C@H](NC(=O)[C@@H](N)Cc1c[nH]c2ccccc12)C(=O)O
Orbital gap in Eh: 0.3019
Multiplicity: 1
HOMO level in eV: -7.8043


Record 2
Molecular formula: C18H29N2O3
Method: DFT, the ωB97M-V functional and the def2-TZVPD basis

Atoms and positions in Å:
C1 -4.19274 -3.84903 -5.44635
C2 -3.79164 -3.13373 -4.17766
O1 -4.38891 -3.23143 -3.13362
N1 -2.66732 -2.36302 -4.34974
C3 -2.00325 -1.57641 -3.41308
C4 -0.82589 -0.93885 -3.79667
C5 -0.11503 -0.15103 -2.90842
C6 -0.58364 0.00873 -1.61515
C7 -1.76360 -0.61516 -1.22491
C8 -2.46975 -1.39987 -2.11000
H1 -3.38066 -1.88292 -1.80093
H2 -2.12359 -0.47428 -0.21770
O2 0.04507 0.76055 -0.63384
C9 1.29435 1.34914 -0.91547
C10 1.72029 2.00161 0.40202
O3 0.72731 2.88952 0.85880
H3 -0.12394 2.57738 0.51422
H4 2.63423 2.58753 0.26182
C11 1.92329 0.90659 1.48220
N2 1.75472 1.54067 2.80481
H5 1.15162 2.35904 2.55897
C12 1.01104 0.72317 3.81018
C13 -0.42922 0.48393 3.38286
H6 -0.96411 0.01008 4.20152
H7 -0.50968 -0.17314 2.52107
H8 -0.92987 1.42368 3.15798
C14 1.78278 -0.56659 4.08852
C15 3.29555 -0.30453 4.15537
C16 3.57598 1.16100 4.47591
H9 3.13692 1.41334 5.44200
H10 4.65015 1.32176 4.56089
C17 3.03220 2.08807 3.38285
C18 2.78536 3.49811 3.89814
H11 3.71010 3.90862 4.29381
H12 2.44236 4.15151 3.09858
H13 2.04954 3.50504 4.69925
H14 3.75103 2.13484 2.56068
H15 3.77346 -0.56738 3.21059
H16 3.74580 -0.93331 4.92157
H17 1.42908 -0.96646 5.03840
H18 1.56386 -1.31358 3.32562
H19 0.99052 1.33329 4.71777
H20 2.89891 0.43534 1.38614
H21 1.14626 0.15562 1.34087
H22 2.03226 0.59985 -1.22674
H23 1.20488 2.11317 -1.69780
H24 0.79207 0.32694 -3.24283
H25 -0.45397 -1.05760 -4.80391
H26 -2.24616 -2.37635 -5.26857
H27 -5.08663 -4.43547 -5.25635
H28 -4.39871 -3.13006 -6.23658
H29 -3.39468 -4.51211 -5.77427

Results
Charge: +1
Energy relative to the best compared isomer or geometry (same formula, charge and spin) in kJ/mol: 13.8
SMILES string: CC(=O)Nc1ccc(OC[C@@H](O)C[NH+]2[C@@H](C)CCC[C@@H]2C)cc1
Orbital gap in Eh: 0.3068
Multiplicity: 1
HOMO level in eV: -10.4197


Record 3
Molecular formula: CH3NO2S
Method: DFT, the ωB97M-V functional and the def2-TZVPD basis

Atoms and positions in Å:
C1 0.76814 -0.27602 0.56491
N1 0.37126 -0.14621 -0.92964
O1 -1.36361 1.43861 0.01084
O2 -1.90976 -0.94506 0.12896
S1 -0.90452 0.07765 -0.02023
H1 0.78476 -1.37652 0.71139
H2 1.67202 0.21633 0.91680
H3 0.58171 1.01122 -1.38303

Results
Energy relative to the best compared isomer or geometry (same formula, charge and spin) in kJ/mol: 317.0
SMILES string: O=S1(=O)CN1
Orbital gap in Eh: 0.3866
Multiplicity: 1
HOMO level in eV: -10.3710


Record 4
Molecular formula: C3H27N2O8
Method: DFT, the ωB97M-V functional and the def2-TZVPD basis

Atoms and positions in Å:
C1 -1.57567 0.54699 -0.54145
N1 -0.55257 0.13904 -1.63388
C2 -1.27273 -0.25807 0.70842
N2 -1.27050 -1.78629 0.57650
C3 -1.82959 -2.29488 1.89705
H1 -1.64870 1.54922 -0.18656
H2 -2.59763 0.47434 -0.98552
H3 0.26537 0.53124 -1.44497
H4 -0.93516 0.56508 -2.49872
H5 -0.32037 0.12464 1.05890
H6 -2.18513 -0.00995 1.35842
H7 -0.26949 -2.10142 0.41843
H8 -2.10616 -1.65043 -1.40698
H9 -1.77884 -3.46957 1.83072
H10 -1.13998 -1.95125 2.63803
H11 -2.82696 -1.80350 2.16141
H12 2.69355 -0.67378 -0.51012
H13 2.90081 0.85392 -1.08742
O1 2.50586 0.27430 -0.33145
H14 -0.19718 4.27136 0.27744
H15 0.77012 3.04140 0.68005
O2 0.02000 3.34451 0.15825
H16 2.74214 2.14996 1.14034
H17 2.91082 3.00897 2.21191
O3 2.26371 2.65518 1.59228
H18 -0.31012 3.23934 -2.87024
H19 -0.31545 2.91613 -1.37623
O4 -0.55280 2.48403 -2.27845
H20 2.31561 -2.37501 1.41810
H21 1.71711 -0.94102 1.42420
O5 1.87959 -1.80338 0.84595
H22 -3.12955 -2.62722 -2.21087
H23 -0.52486 -0.93086 -1.87340
O6 -2.72098 -1.76777 -2.17247
H24 1.32379 0.89662 1.80543
H25 2.14200 0.35820 3.02246
O7 1.30367 0.16533 2.51610
H26 1.01622 -2.27058 -0.70651
H27 0.33652 -3.08556 -1.92822
O8 0.29856 -2.41768 -1.24803

Results
Charge: +1
Energy relative to the best compared isomer or geometry (same formula, charge and spin) in kJ/mol: 300.3
Orbital gap in Eh: 0.3246
Multiplicity: 1
HOMO level in eV: -11.7315


Record 5
Molecular formula: C22H25N7OPdS2
Method: DFT, the ωB97M-V functional and the def2-TZVPD basis

Atoms and positions in Å:
Pd1 -0.32608 -0.05275 0.38968
N1 1.70866 -3.55381 -0.61290
C1 2.90324 -2.84187 -0.56909
C2 4.22629 -3.22738 -0.75459
C3 5.17342 -2.23226 -0.63792
C4 4.82118 -0.90104 -0.35108
C5 3.50866 -0.52189 -0.17156
C6 2.54561 -1.52226 -0.28337
N2 1.16366 -1.46873 -0.17207
C7 0.70856 -2.68996 -0.36740
C8 -0.72132 -2.95337 -0.28309
C9 -1.41900 -4.10907 -0.41565
S1 -3.08268 -3.81656 -0.18137
C10 -2.76412 -2.17193 0.07920
N3 -1.50358 -1.85066 -0.00513
H1 1.61257 -4.53784 -0.80360
H2 4.50161 -4.24825 -0.98107
H3 6.21680 -2.47981 -0.77538
H4 5.60442 -0.15924 -0.27787
H5 3.22746 0.50181 0.03713
H6 -1.05276 -5.09974 -0.63097
H7 -3.54323 -1.46056 0.30771
C11 0.00520 1.68899 6.19324
C12 0.02817 0.26391 6.73766
C13 -1.38110 -0.28852 6.92327
C14 0.89869 -0.66009 5.88326
N4 0.38835 -0.80934 4.51194
C15 0.58065 -0.04790 3.44199
N5 -0.15212 -0.54823 2.46972
N6 -0.77191 -1.64209 2.95770
N7 -0.44663 -1.80425 4.18064
H8 -0.51235 2.34936 6.88772
H9 -0.53820 1.73917 5.24355
H10 1.01125 2.08794 6.04543
H11 0.52589 0.27871 7.71111
H12 -1.93234 -0.30189 5.97956
H13 -1.93937 0.33583 7.61984
H14 -1.36776 -1.30445 7.31837
H15 0.93337 -1.66642 6.29503
H16 1.91631 -0.27983 5.80016
H17 1.22702 0.81182 3.39300
C16 0.19820 4.19631 -0.29265
S2 0.14958 3.00283 1.03165
O1 0.86903 1.76518 0.47118
C17 -1.56441 2.51541 1.01375
C18 -2.29798 2.62778 2.18603
C19 -3.61172 2.17781 2.20472
C20 -4.17246 1.61581 1.06506
C21 -3.43100 1.50152 -0.10566
C22 -2.11695 1.95296 -0.14127
H18 -0.16598 3.74507 -1.21280
H19 1.23853 4.49843 -0.40030
H20 -0.41029 5.05237 -0.00140
H21 -1.85160 3.06924 3.06877
H22 -4.19981 2.27222 3.10742
H23 -5.20206 1.28348 1.08294
H24 -3.88457 1.09974 -1.00273
H25 -1.55880 1.93500 -1.07270

Results
Charge: +2
Energy relative to the best compared isomer or geometry (same formula, charge and spin) in kJ/mol: 0.0
<S²>: 2.005
Orbital gap (alpha / beta) in Eh: 0.3118 / 0.2346
Multiplicity: 3
HOMO level (alpha / beta) in eV: -13.9050 / -13.8946